Below is 7 unconnected molecules or ions with the total composition C18H29Cl6FO3 at a distorted geometry, with properties calculated with ωB97M-V/def2-TZVPD.

The geometry in ORCA input format:
```
! RIJCOSX wB97M-V def2-TZVPD def2/J DEFGRID3
* xyz 0 1
F -2.994 1.092 -4.835
C -2.190 0.435 -3.925
C -2.662 -0.719 -3.376
C -2.017 -1.374 -2.317
C -0.740 -0.893 -1.896
C -0.149 0.179 -2.579
C -0.931 0.891 -3.518
H -3.670 -0.983 -3.659
H -2.367 -2.282 -1.851
H -0.312 -1.450 -1.075
H 0.869 0.490 -2.396
H -0.462 1.749 -3.978
C -3.255 -1.755 0.882
C -3.466 -3.251 0.706
C -4.650 -3.692 0.005
O -2.613 -4.028 1.089
H -2.268 -1.532 1.287
H -3.935 -1.354 1.634
H -3.343 -1.372 -0.134
H -5.464 -3.817 0.719
H -4.484 -4.750 -0.202
H -4.906 -3.023 -0.816
C 6.258 -2.120 1.850
C 5.612 -0.819 1.360
C 6.262 0.441 1.753
O 4.584 -0.804 0.704
H 6.405 -2.864 1.067
H 5.503 -2.619 2.460
H 7.192 -1.873 2.354
H 7.288 0.470 1.385
H 6.251 0.532 2.839
H 5.683 1.306 1.430
C -0.584 1.850 0.214
C 0.127 0.832 1.162
C 1.535 1.095 1.532
O -0.500 -0.097 1.670
H -1.140 2.515 0.874
H -1.299 1.392 -0.469
H 0.123 2.389 -0.416
H 1.946 2.010 1.105
H 2.158 0.289 1.145
H 1.756 1.163 2.597
Cl 2.243 -4.596 2.545
C 1.712 -2.916 2.459
Cl 2.463 -2.089 3.846
H 2.197 -2.528 1.563
H 0.628 -2.801 2.476
Cl 1.899 3.385 -1.716
C 0.827 4.586 -2.490
Cl -0.124 5.507 -1.257
H 1.418 5.310 -3.051
H 0.172 4.039 -3.168
Cl -4.739 1.985 0.012
C -4.430 3.728 0.583
Cl -5.451 4.963 -0.063
H -4.520 3.767 1.668
H -3.446 4.012 0.210
*
```

Summary:
SMILES: Fc1ccccc1.CC(C)=O.CC(C)=O.CC(C)=O.ClCCl.ClCCl.ClCCl
Energy relative to the best compared isomer or geometry (same formula, charge and spin), eV: 0.000
Gap between HOMO and LUMO, eV: 9.75

Here are the natural (NBO) charges for atoms 1 to 5, given in e: atom 1 (F): -0.328, atom 2 (C): 0.394, atom 3 (C): -0.285, atom 4 (C): -0.197, atom 5 (C): -0.213


Below is a molecular structure, C18H29ClNO2P2Sm at a distorted geometry, with properties calculated with ωB97M-V/def2-TZVPD.

The geometry in ORCA input format:
```
! RIJCOSX wB97M-V def2-TZVPD def2/J DEFGRID3
* xyz 2 6
Sm 0.311 1.082 -0.438
P 2.304 -1.037 0.313
C 2.320 -1.286 -1.534
C 1.007 -1.544 -2.233
N -0.091 -0.836 -1.835
C -1.286 -1.221 -2.371
C -1.385 -2.140 -3.401
C -0.226 -2.710 -3.919
C 0.991 -2.422 -3.303
C -2.577 -0.667 -1.840
P -2.453 0.904 -0.859
H 1.957 -2.840 -3.616
H -2.394 -2.365 -3.770
H -0.267 -3.366 -4.781
H -3.266 -0.550 -2.697
H -3.046 -1.402 -1.162
H 2.806 -0.390 -1.979
H 2.969 -2.157 -1.717
H 0.837 3.609 -2.116
O 1.283 2.744 -1.989
H 1.919 2.677 -2.724
H -0.735 4.353 -0.027
O -0.644 4.230 -0.993
H -1.033 5.074 -1.289
C -2.804 2.001 -2.267
H -3.847 1.853 -2.598
H -2.669 3.032 -1.931
H -2.118 1.792 -3.098
C -4.121 0.836 -0.161
H -4.218 1.711 0.492
H -4.899 0.874 -0.951
H -4.212 -0.084 0.434
C 2.444 -2.790 0.805
H 3.413 -3.224 0.487
H 2.386 -2.823 1.902
H 1.608 -3.361 0.383
C 4.102 -0.730 0.445
H 4.288 -0.491 1.499
H 4.696 -1.624 0.163
H 4.362 0.131 -0.183
Cl -2.595 0.593 3.265
C -1.009 0.345 3.872
C -0.866 -0.379 5.058
C 0.412 -0.758 5.494
C 1.514 -0.375 4.722
C 1.372 0.441 3.597
C 0.094 0.878 3.137
C -0.058 1.721 1.931
H -1.750 -0.671 5.624
H 0.514 -1.393 6.376
H 2.506 -0.709 5.033
H 2.271 0.807 3.082
H -0.968 2.325 1.892
H 0.851 2.332 1.776
*
```

Summary:
Gap between HOMO and LUMO (spin up / spin down), eV: 5.76 / 7.08

Here are the Mulliken charges for atoms 1 to 5, given in e: atom 1 (Sm): 0.927, atom 2 (P): 0.863, atom 3 (C): -1.612, atom 4 (C): 0.967, atom 5 (N): 0.173


Below is a molecular structure, C18H29MnNO6, with properties calculated with ωB97M-V/def2-TZVPD.

The geometry in ORCA input format:
```
! RIJCOSX wB97M-V def2-TZVPD def2/J DEFGRID3
* xyz 0 6
Mn 0.182 -0.054 -0.166
C -0.351 3.162 0.627
C -1.577 2.484 0.044
O -1.239 1.691 -1.076
C -0.869 2.324 -2.280
C 0.635 2.164 -2.471
O 1.027 0.823 -2.190
C 1.126 -0.065 -3.301
C 0.594 -1.423 -2.884
O 1.106 -1.805 -1.622
C 2.453 -2.208 -1.517
C 3.267 -1.096 -0.870
O 2.548 -0.532 0.218
C 2.893 -0.962 1.532
C 1.635 -1.086 2.369
O 0.789 0.035 2.229
C 1.114 1.243 2.878
C 1.556 2.268 1.846
O 0.710 2.215 0.706
H -0.610 3.559 1.613
H -0.023 3.996 -0.004
H -2.316 3.249 -0.214
H -2.009 1.779 0.755
H -1.125 3.388 -2.281
H -1.416 1.834 -3.088
H 1.177 2.800 -1.771
H 0.921 2.444 -3.488
H 2.176 -0.122 -3.607
H 0.540 0.291 -4.153
H 0.836 -2.159 -3.659
H -0.485 -1.380 -2.732
H 2.884 -2.457 -2.493
H 2.466 -3.104 -0.894
H 3.441 -0.286 -1.579
H 4.235 -1.482 -0.540
H 3.592 -0.238 1.964
H 3.381 -1.941 1.513
H 1.922 -1.243 3.414
H 1.028 -1.924 2.024
H 1.902 1.110 3.626
H 0.208 1.582 3.386
H 2.565 2.046 1.492
H 1.556 3.268 2.287
N -1.297 -1.083 0.185
C -2.450 -1.531 0.667
C -3.514 -2.018 -0.163
C -4.711 -2.480 0.353
C -4.960 -2.502 1.725
C -3.953 -2.036 2.571
C -2.750 -1.569 2.073
H -3.343 -2.011 -1.235
H -5.478 -2.837 -0.329
H -5.899 -2.868 2.120
H -4.118 -2.041 3.645
H -1.974 -1.209 2.745
*
```

Summary:
Energy relative to the best compared isomer or geometry (same formula, charge and spin), eV: 0.000
Gap between HOMO and LUMO (spin up / spin down), eV: 4.25 / 4.56

Here are the natural (NBO) charges for atoms 1 to 5, given in e: atom 1 (Mn): 1.281, atom 2 (C): -0.086, atom 3 (C): -0.082, atom 4 (O): -0.548, atom 5 (C): -0.089